C37H43AsBrN5ORe | wB97M-V/def2-TZVPD

Summary:
Kohn-Sham gap (spin up / spin down) = 5.81 / 6.33 eV
⟨S²⟩ = 0.783
Spin multiplicity = 2
HOMO energy (spin up / spin down) = -6.1 / -7.0 eV

CARTESIAN COORDINATES (ANGSTROEM)
Re  0.1230  0.8198  -0.2838
Br  -4.4762  -5.7340  0.6128
C  -4.2796  -4.4909  2.0308
C  -5.4033  -4.0577  2.7137
C  -5.2477  -3.1522  3.7504
C  -3.9922  -2.6497  4.0754
C  -2.8692  -3.1246  3.3984
C  -3.0122  -4.0490  2.3793
N  -3.9789  -1.7549  5.1951
N  -3.0969  -0.9076  5.4012
C  -2.2185  -0.4089  4.3999
C  -0.9580  -0.0759  4.8508
C  0.0814  0.3147  4.0032
C  -0.1571  0.4051  2.6398
O  0.7159  0.7385  1.7386
C  -1.4902  0.1638  2.1730
N  -1.6509  0.3665  0.8304
C  -2.8806  0.2811  0.3304
C  -3.9955  0.0317  1.1318
C  -3.8414  -0.1982  2.4733
C  -2.5441  -0.1835  3.0332
H  -6.3832  -4.4273  2.4459
H  -6.1032  -2.8086  4.3176
H  -1.8751  -2.7959  3.6681
H  -2.1420  -4.4091  1.8470
H  -0.7797  -0.1806  5.9144
H  1.0684  0.5300  4.3883
H  -2.9804  0.4305  -0.7340
H  -4.9756  0.0228  0.6756
H  -4.7058  -0.3645  3.0997
C  3.2403  1.7801  -2.9968
C  3.5952  2.2834  -1.6052
As  2.0021  2.4714  -0.4837
C  1.1894  4.1014  -1.2150
C  2.1017  5.2662  -1.5716
C  2.7107  2.9795  1.2638
C  3.9953  3.7974  1.2577
H  4.1419  1.5822  -3.5787
H  2.6420  2.5085  -3.5484
H  2.6722  0.8510  -2.9376
H  4.1012  3.2492  -1.6427
H  4.2535  1.5781  -1.1001
H  0.4324  4.3934  -0.4840
H  0.6425  3.7579  -2.0922
H  2.6230  5.6628  -0.7011
H  1.5182  6.0838  -1.9993
H  2.8514  4.9826  -2.3112
H  2.8495  2.0388  1.7932
H  1.8962  3.4945  1.7759
H  4.8088  3.2589  0.7700
H  4.3105  4.0051  2.2817
H  3.8816  4.7547  0.7506
C  -2.2248  2.5902  -2.8953
C  -1.2580  1.4181  -3.0715
C  -0.2081  1.7500  -4.1345
C  -2.0111  0.1534  -3.4925
N  -0.5792  1.1641  -1.8221
H  -2.7100  2.8265  -3.8444
H  -1.6932  3.4753  -2.5450
H  -2.9998  2.3511  -2.1653
H  -0.6937  1.8909  -5.1016
H  0.5173  0.9411  -4.2179
H  0.3261  2.6657  -3.8834
H  -2.4898  0.3145  -4.4600
H  -2.7884  -0.1070  -2.7725
H  -1.3281  -0.6924  -3.5716
C  5.2817  -1.2367  -0.9240
C  4.7319  -0.6670  0.2148
C  3.3543  -0.5835  0.3660
C  2.4950  -1.0825  -0.6149
C  3.0587  -1.6774  -1.7492
C  4.4324  -1.7433  -1.9034
N  1.0990  -0.9852  -0.4372
C  0.4035  -2.2011  -0.5530
C  -0.9246  -2.2569  -0.9872
C  -1.6166  -3.4569  -1.0593
C  -1.0097  -4.6512  -0.7032
C  0.3090  -4.6146  -0.2635
C  1.0025  -3.4203  -0.1869
H  6.3555  -1.2990  -1.0439
H  5.3786  -0.2916  0.9998
H  2.9143  -0.1661  1.2642
H  2.4037  -2.0826  -2.5121
H  4.8457  -2.1958  -2.7968
H  -1.4185  -1.3478  -1.2974
H  -2.6436  -3.4543  -1.4074
H  -1.5500  -5.5865  -0.7667
H  0.8056  -5.5300  0.0359
H  2.0214  -3.4238  0.1774

C20H21O3Pm | wB97M-V/def2-TZVPD

Summary:
Kohn-Sham gap (spin up / spin down) = 7.58 / 7.68 eV
⟨S²⟩ = 6.007
Spin multiplicity = 5
HOMO energy (spin up / spin down) = -8.2 / -8.2 eV

CARTESIAN COORDINATES (ANGSTROEM)
C  0.7410  -1.7058  2.8618
C  -0.4942  -2.2995  2.4839
C  -0.4443  -2.5916  1.0862
H  -1.3945  -2.4409  3.0663
C  0.8286  -2.1454  0.5925
C  1.5784  -1.6707  1.7188
H  2.6442  -1.4359  1.7694
H  1.0196  -1.2633  3.8146
H  -1.2206  -3.1963  0.6141
H  1.2138  -2.2797  -0.4229
C  -0.5839  2.8168  1.6675
C  -0.2885  2.2736  2.9527
C  1.0390  1.7674  2.9247
H  -0.9873  2.1885  3.7826
C  1.5526  1.8988  1.5981
C  0.5433  2.5264  0.8034
H  0.6931  2.8763  -0.2136
H  -1.4652  3.4281  1.4723
H  1.5691  1.4000  3.7888
H  2.5737  1.6841  1.2858
Pm  -0.5134  0.1163  1.6497
O  0.2130  -0.1155  -1.9736
C  -1.0870  -0.5706  -2.4291
C  0.1594  -0.8652  -3.2511
H  -1.5034  -1.3904  -1.8353
H  -1.7477  0.2095  -2.8293
H  0.5432  -1.8947  -3.2075
H  1.3026  -1.7760  -5.5448
C  0.9217  -0.7607  -5.6486
C  0.3647  -0.1291  -4.5094
C  -0.0833  1.1976  -4.6534
H  -0.5025  1.7209  -3.8056
C  0.0149  1.8651  -5.8721
H  -0.3054  2.9044  -5.9557
C  0.5426  1.2126  -6.9931
H  0.6304  1.7325  -7.9491
C  0.9823  -0.1183  -6.8835
H  1.3871  -0.6406  -7.7627
C  -1.5657  -1.0470  6.4686
C  -1.3875  -0.1618  5.2564
O  -0.8756  0.9598  5.4958
O  -1.6832  -0.5352  4.0337
H  -0.8715  -0.7900  7.2838
H  -1.5223  -2.1295  6.3284
H  -2.5313  -0.8251  6.9405

C4H4INO | wB97M-V/def2-TZVPD

Summary:
Kohn-Sham gap (spin up / spin down) = 7.99 / 7.99 eV
Spin multiplicity = 1
HOMO energy (spin up / spin down) = -8.4 / -8.4 eV

CARTESIAN COORDINATES (ANGSTROEM)
C  1.4473  -0.4957  0.3619
C  0.3548  0.2924  0.6390
C  1.0244  -1.5875  -0.3824
C  -0.6906  -0.4678  0.1664
N  -4.0668  0.7110  -1.1230
O  -0.3478  -1.4880  -0.5535
I  -2.9631  -0.1145  0.2947
H  2.4929  -0.2260  0.7079
H  0.4410  1.1825  1.1980
H  1.3642  -2.4625  -0.7958
H  -3.7739  1.6792  -1.2790

C9H21ClI2NP2PdS | wB97M-V/def2-TZVPD

Summary:
Kohn-Sham gap (spin up / spin down) = 6.80 / 4.84 eV
Total charge = +3
⟨S²⟩ = 6.024
Spin multiplicity = 5
HOMO energy (spin up / spin down) = -19.0 / -19.5 eV

CARTESIAN COORDINATES (ANGSTROEM)
I  1.5079  -1.2746  -1.9837
I  -1.9307  1.4156  1.3386
Pd  -0.1463  0.0357  -0.2133
P  0.6635  2.1441  -1.0118
C  2.0742  2.7289  -0.0111
C  1.3008  2.2056  -2.7233
H  1.5681  3.2431  -2.9684
H  0.0369  4.4430  -1.4381
H  0.5142  1.8489  -3.3943
H  -1.3736  3.3306  -1.5172
H  2.9114  2.0302  -0.0930
H  2.1744  1.5519  -2.8174
C  -0.4637  3.5842  -0.9687
H  2.3826  3.7221  -0.3671
H  -0.7237  3.8167  0.0700
H  1.7656  2.7960  1.0364
P  -1.4795  -1.9272  -0.1385
C  -0.9257  -3.0366  1.1990
C  -3.2536  -1.6915  0.2246
H  -1.7898  -2.4614  -2.4674
H  -2.2331  -3.8437  -1.4052
H  -0.5057  -3.4629  -1.7436
C  -1.5042  -3.0409  -1.5864
H  -3.6764  -1.0250  -0.5314
H  -3.7597  -2.6662  0.1984
H  -1.5092  -3.9664  1.1648
H  -1.0692  -2.5531  2.1702
H  -3.3688  -1.2280  1.2109
H  0.1348  -3.2655  1.0625
Cl  -1.6888  0.4402  -2.1494
S  3.3887  -0.5922  2.7181
C  1.8896  -0.6694  3.5964
C  0.8154  -0.4617  2.7679
N  1.1788  -0.2869  1.4439
C  2.5011  -0.3372  1.2854
H  1.8203  -0.8501  4.6545
H  -0.2288  -0.4137  3.0659
H  3.0019  -0.2830  0.3218

So what do the calculations give for energy relative to the best compared isomer or geometry (same formula, charge and spin)? Going down the list: 11.47; 0.00; 83.53; 0.00 kcal/mol.